[1]
C15H64BFN27O18PSi2 | wB97M-V/def2-TZVPD

## Properties
* spin multiplicity: 1
* electronic energy: -4488.48179 Ha
* lowest unoccupied orbital energy: -0.015 hartree
* ΔE to the lowest compared entry with this formula, charge and spin: 0.0000 eV
* gap between HOMO and LUMO: 8.68 eV

The geometry in XYZ format:
```
129
Properties=species:S:1:pos:R:3:mulliken_charge:R:1
C -1.33676 -0.08872 -1.11929 -1.33
C -1.64616 -1.38598 -1.91583 0.66
F -1.80293 -2.44127 -0.97587 -0.38
Si -0.18133 -1.72407 -3.11294 0.11
O 1.24848 -1.21750 -2.29891 -0.10
Si 2.68690 -1.51509 -3.13470 0.30
P 3.04874 -3.69706 -3.47619 0.49
O 2.25695 -4.25450 -4.62409 -0.39
O 4.69405 -3.89416 -3.73135 -0.52
O 2.70258 -4.56349 -2.08133 -0.53
B -0.58449 -0.70693 -4.75894 0.54
N -1.73337 -1.19634 -5.56203 -0.60
O 0.13754 0.44517 -5.17472 -0.57
H -2.21401 0.53839 -0.93315 0.22
H -0.57452 0.50527 -1.64705 0.18
H -0.90165 -0.32968 -0.14425 0.41
H -2.59270 -1.21288 -2.44886 0.29
H -0.23574 -3.16255 -3.41145 -0.13
H 2.82687 -0.76334 -4.39685 -0.05
H 3.78803 -1.04590 -2.26584 -0.19
H 5.14194 -3.82349 -2.88860 0.32
H 3.04414 -5.45323 -2.20284 0.31
H -2.51660 -1.39198 -4.94612 0.27
H -1.51839 -2.04815 -6.06977 0.24
H -0.35555 1.18395 -4.81561 0.29
C -1.37371 2.40740 1.88439 0.58
O -0.57614 1.68369 1.29541 -0.62
N -2.70610 2.41141 1.60096 -0.17
N -0.98552 3.26525 2.86713 -0.29
H -3.37610 2.99356 2.06537 0.11
H -3.02485 1.79533 0.88006 0.14
H -0.01027 3.28666 3.09649 0.15
H -1.61698 3.86899 3.36313 0.18
C 0.68950 -1.52331 -8.94531 0.62
O -0.21972 -0.72490 -9.09525 -0.64
N 1.30999 -1.71420 -7.74279 -0.28
N 1.16258 -2.29502 -9.96740 -0.38
H 2.05794 -2.36616 -7.59936 0.16
H 0.99115 -1.16239 -6.96728 0.10
H 0.72999 -2.18098 -10.86369 0.23
H 1.90711 -2.95792 -9.86784 0.17
C 4.83006 -4.40703 1.67860 0.60
O 5.77080 -4.32254 2.45636 -0.66
N 4.97099 -4.24750 0.33345 -0.30
N 3.55953 -4.66351 2.10401 -0.36
H 4.21240 -4.30897 -0.32391 0.21
H 5.89296 -4.05168 -0.00818 0.17
H 3.42799 -4.78666 3.09079 0.28
H 2.76569 -4.73241 1.49500 0.13
C 4.17096 -1.47275 5.32090 0.60
O 3.88311 -0.59157 6.11546 -0.66
N 5.40507 -2.05201 5.27522 -0.32
N 3.28052 -1.95397 4.40301 -0.33
H 5.66021 -2.77698 4.62480 0.18
H 6.08756 -1.72423 5.93135 0.19
H 2.36094 -1.55307 4.39842 0.17
H 3.50077 -2.67715 3.74634 0.14
C 2.11908 -7.27519 -7.79024 0.58
O 2.93086 -8.00750 -8.33863 -0.67
N 0.79952 -7.25503 -8.14161 -0.36
N 2.46195 -6.42037 -6.78650 -0.21
H 0.11655 -6.66441 -7.70790 0.17
H 0.51258 -7.87129 -8.87730 0.20
H 3.42242 -6.40842 -6.50372 0.13
H 1.81458 -5.81011 -6.32135 0.20
C -5.02765 4.62373 0.02024 0.66
O -5.01420 3.40311 0.13881 -0.64
N -6.18084 5.34929 0.05668 -0.35
N -3.88910 5.34917 -0.16117 -0.36
H -6.22131 6.34963 -0.03532 0.15
H -7.03423 4.83990 0.18113 0.17
H -3.02285 4.84339 -0.19094 0.22
H -3.87387 6.34611 -0.25991 0.17
C -8.47077 7.80357 1.81706 0.66
O -7.43209 8.07514 1.23079 -0.65
N -9.69301 8.16798 1.33884 -0.40
N -8.49095 7.11609 2.99468 -0.32
H -10.55718 7.95860 1.79950 0.16
H -9.71361 8.67595 0.47500 0.23
H -7.60958 6.83582 3.37391 0.17
H -9.32951 6.88413 3.49071 0.15
C -5.69744 -3.05023 0.39793 0.55
O -6.82830 -2.74912 0.75153 -0.68
N -5.04889 -2.41582 -0.61669 -0.23
N -4.98682 -4.05272 0.99387 -0.32
H -4.11748 -2.64482 -0.91749 0.14
H -5.53793 -1.67243 -1.07691 0.17
H -5.43043 -4.54340 1.74572 0.20
H -4.05912 -4.31456 0.71975 0.19
C -3.85546 5.21404 5.15105 0.67
O -2.84317 5.46641 4.50993 -0.72
N -5.08696 5.61363 4.73344 -0.34
N -3.83037 4.51889 6.32110 -0.37
H -5.93314 5.42220 5.23328 0.14
H -5.13066 6.12715 3.87175 0.16
H -2.93610 4.21148 6.65361 0.23
H -4.64736 4.30311 6.85836 0.16
C 0.45510 7.30549 5.18517 0.58
O -0.34272 8.19275 4.92477 -0.64
N 1.78302 7.55552 5.38747 -0.39
N 0.08850 5.99587 5.29601 -0.26
H 2.45731 6.84671 5.60067 0.16
H 2.08578 8.50730 5.31243 0.23
H -0.88449 5.77087 5.15025 0.18
H 0.73125 5.25827 5.51085 0.18
C 4.71120 1.68982 1.82879 0.59
O 4.58349 2.63616 1.06196 -0.68
N 5.56277 1.71025 2.88862 -0.19
N 4.00436 0.52893 1.68081 -0.23
H 5.68033 0.94775 3.52753 0.13
H 6.10094 2.54203 3.03102 0.14
H 3.36166 0.47742 0.91336 0.13
H 4.09207 -0.25698 2.29728 0.15
C 8.88013 1.03192 4.85135 0.65
O 7.86517 1.60956 4.49205 -0.64
N 9.75486 0.47622 3.96568 -0.38
N 9.21676 0.89754 6.16626 -0.42
H 10.59248 -0.00176 4.23477 0.16
H 9.53386 0.55915 2.99135 0.22
H 8.59246 1.29688 6.84144 0.22
H 10.04244 0.42942 6.48524 0.16
C -3.03587 -5.55301 -2.73618 0.69
O -3.20636 -4.61940 -3.50551 -0.60
N -2.16095 -5.48472 -1.69088 -0.32
N -3.70810 -6.73308 -2.85926 -0.43
H -2.00363 -6.23547 -1.04728 0.17
H -1.65495 -4.62394 -1.57092 0.14
H -4.35993 -6.81159 -3.61645 0.22
H -3.58657 -7.51086 -2.24075 0.14
```

---

[2]
C15H6CrN2O2S3 | wB97M-V/def2-TZVPD

## Properties
* spin multiplicity: 5
* electronic energy: -3074.45397 Ha
* charge: -2
* lowest unoccupied orbital energy (spin up / spin down): 0.181 / 0.180 hartree
* ΔE to the lowest compared entry with this formula, charge and spin: 0.0000 eV
* gap between HOMO and LUMO (spin up / spin down): 6.36 / 6.98 eV
* expectation value of S²: 6.022

The geometry in XYZ format:
```
29
Properties=species:S:1:pos:R:3:nbo_charge:R:1
Cr -0.08805 0.11816 1.09419 0.93
S 2.07921 0.01546 0.19377 -0.32
C 2.25919 1.47044 -0.73903 -0.19
C 3.45191 1.70620 -1.43289 -0.14
C 3.65870 2.84488 -2.19842 -0.20
C 4.91115 3.02690 -2.89231 0.31
N 5.91160 3.15665 -3.44644 -0.39
C 2.63926 3.80076 -2.28504 -0.20
C 1.44934 3.58269 -1.60688 -0.18
C 1.21935 2.43728 -0.83164 -0.17
S -0.30118 2.22982 -0.02127 -0.31
C 2.80678 5.00374 -3.06620 0.33
N 2.92553 5.96612 -3.68515 -0.40
H 4.24118 0.96721 -1.36687 0.21
H 0.66439 4.32493 -1.67707 0.22
O -3.89654 -0.20065 2.66592 -0.70
C -2.87136 -0.56953 2.09521 0.79
O -1.92851 0.21648 1.72585 -0.79
C -2.71240 -2.06033 1.83181 -0.22
C -3.89923 -2.75783 1.60765 -0.11
C -3.92186 -4.12221 1.37283 -0.30
C -2.71729 -4.81857 1.39058 -0.22
C -1.53207 -4.14406 1.62234 -0.25
C -1.48392 -2.75229 1.83502 -0.10
S 0.10662 -2.04538 2.13578 -0.39
H -4.81940 -2.18737 1.63728 0.21
H -4.85890 -4.63591 1.18865 0.19
H -2.70206 -5.89074 1.22089 0.19
H -0.59144 -4.68287 1.63144 0.21
```

---

[3]
C16H10BrCl36N2O2P | wB97M-V/def2-TZVPD

## Properties
* spin multiplicity: 1
* electronic energy: -20357.54249 Ha
* lowest unoccupied orbital energy: -0.022 hartree
* ΔE to the lowest compared entry with this formula, charge and spin: 5.7111 eV
* gap between HOMO and LUMO: 7.57 eV

The geometry in XYZ format:
```
68
Properties=species:S:1:pos:R:3:nbo_charge:R:1
C 2.05025 1.84328 2.86078 -0.95
P 0.51813 2.95445 2.60853 0.72
C 1.27151 4.68110 2.11109 -0.93
C -0.65379 2.31518 1.24475 -0.64
C -0.72530 0.71871 0.88501 0.72
O -0.18642 -0.36627 1.44534 -0.51
N -1.68550 0.73547 -0.32057 -0.70
C -2.71966 1.84711 -0.05220 -0.13
Br -4.53550 1.02413 -0.20646 0.05
C -2.28781 2.58556 1.38270 0.08
O -2.72313 1.83282 2.59692 -0.50
C -4.05455 2.34005 3.05493 0.50
N -5.36306 2.43457 3.16656 -0.33
H 2.36918 1.95178 3.99186 0.25
H 2.93496 2.32467 2.22255 0.22
H 1.91166 0.72402 2.54913 0.28
H 0.45375 5.46790 1.82368 0.25
H 2.02110 4.43398 1.21586 0.21
H 1.96367 5.02219 3.00647 0.25
H -0.28695 2.89994 0.29367 0.25
H -1.11603 1.03906 -1.16372 0.40
H -2.77330 2.73280 -0.83521 0.24
H -2.51762 3.73010 1.49966 0.24
C 4.03694 3.24160 -0.92326 -0.21
Cl 5.00837 2.86909 0.52314 0.06
Cl 3.60373 4.96986 -0.91875 0.05
Cl 4.98366 2.87034 -2.38628 0.06
Cl 2.55200 2.25708 -0.91108 0.04
C -4.36305 -3.15485 -1.60895 -0.21
Cl -5.77336 -2.13143 -1.98068 0.05
Cl -3.09615 -2.16429 -0.84192 0.08
Cl -4.85192 -4.45873 -0.49745 0.05
Cl -3.73082 -3.86488 -3.11580 0.04
C 2.42663 2.25305 7.25345 -0.21
Cl 3.01032 2.97475 8.77431 0.06
Cl 0.76827 1.64353 7.48342 0.06
Cl 2.43282 3.48809 5.96926 0.05
Cl 3.49517 0.90582 6.78691 0.05
C 0.62664 -4.06272 -0.07285 -0.20
Cl 1.39321 -5.66716 0.03982 0.04
Cl 0.25747 -3.46464 1.56440 0.07
Cl 1.73748 -2.92936 -0.88281 0.04
Cl -0.88160 -4.18982 -1.01280 0.05
C -7.17337 -7.83018 -0.65194 -0.21
Cl -6.58968 -7.10848 0.86892 0.05
Cl -8.83173 -8.43970 -0.42197 0.05
Cl -7.16718 -6.59514 -1.93613 0.06
Cl -6.10483 -9.17741 -1.11848 0.05
C 0.56827 -5.67608 -4.37903 -0.21
Cl 1.30425 -4.05372 -4.40803 0.05
Cl 0.82021 -6.47071 -5.95372 0.05
Cl 1.32720 -6.64962 -3.09422 0.06
Cl -1.17858 -5.53015 -4.06018 0.06
C 3.56827 9.24469 0.07000 -0.21
Cl 3.85468 9.44368 1.81726 0.06
Cl 5.01710 9.75735 -0.83145 0.06
Cl 3.22316 7.53295 -0.28408 0.04
Cl 2.17814 10.24482 -0.42164 0.05
C 5.06827 3.41020 -6.34376 -0.21
Cl 5.94169 4.21779 -7.67022 0.06
Cl 3.89830 2.25046 -7.02254 0.06
Cl 6.23073 2.54389 -5.30805 0.05
Cl 4.20236 4.62874 -5.37432 0.05
C -1.53173 -8.48026 -0.41995 -0.21
Cl -1.36682 -7.34587 -1.78395 0.05
Cl 0.08133 -9.05333 0.07421 0.04
Cl -2.31331 -7.65188 0.95025 0.05
Cl -2.52812 -9.86995 -0.92040 0.04
```

---

[4]
C16H10BrF5NiS | wB97M-V/def2-TZVPD

## Properties
* spin multiplicity: 3
* electronic energy: -5595.49124 Ha
* charge: -2
* lowest unoccupied orbital energy (spin up / spin down): 0.177 / 0.177 hartree
* gap between HOMO and LUMO (spin up / spin down): 5.36 / 5.26 eV
* expectation value of S²: 2.016

The geometry in XYZ format:
```
34
Properties=species:S:1:pos:R:3:nbo_charge:R:1
C -1.36486 -0.79089 -1.42867 -0.45
C -1.69903 -1.35154 -0.12586 -0.30
C -1.84274 -0.26273 0.75243 -0.34
H -1.89428 -2.39435 0.09478 0.20
C -1.58745 0.96860 0.05472 -0.29
C -1.21740 0.66439 -1.28050 -0.48
H -1.12537 1.36725 -2.11275 0.25
H -1.39697 -1.29679 -2.37399 0.24
H -2.21495 -0.31017 1.75688 0.18
H -1.71336 1.95080 0.47670 0.19
Ni 0.71474 -0.34857 -1.30199 1.23
Br 1.09635 -2.53932 -1.52622 -0.71
C 2.26437 0.78178 -3.54945 -0.39
C 1.19868 1.55796 -4.06000 -0.37
C 0.20354 0.66783 -4.56132 -0.36
H 1.17191 2.64531 -4.14687 0.18
C 0.65450 -0.64862 -4.36317 -0.37
C 1.95111 -0.59040 -3.76749 -0.38
H 2.62370 -1.43398 -3.59667 0.21
H 3.21470 1.16332 -3.17429 0.19
H -0.71068 0.96402 -5.07919 0.18
H 0.16532 -1.56130 -4.70883 0.19
F 0.09996 -0.08464 5.85618 -0.32
C 0.42801 0.12221 4.57108 0.22
C 0.27365 1.40395 4.03193 0.25
F -0.24893 2.42419 4.76964 -0.32
C 0.65931 1.63311 2.71391 0.31
F 0.44898 2.86817 2.14900 -0.32
C 1.19375 0.61642 1.89041 -0.23
S 1.67906 0.90956 0.25383 -0.38
C 1.34032 -0.64745 2.48707 0.31
F 1.85634 -1.67548 1.78920 -0.29
C 0.93624 -0.91196 3.79056 0.29
F 1.03932 -2.15679 4.31124 -0.32
```

---

[5]
C16H10BrF5SSn | wB97M-V/def2-TZVPD

## Properties
* spin multiplicity: 1
* electronic energy: -4301.40932 Ha
* lowest unoccupied orbital energy: -0.096 hartree
* gap between HOMO and LUMO: 5.83 eV

The geometry in XYZ format:
```
34
Properties=species:S:1:pos:R:3:nbo_charge:R:1
C 1.97131 0.50677 0.97400 -0.38
C 1.01522 -0.10510 1.88882 -0.30
C 0.94966 -1.47322 1.59375 -0.19
H 0.48208 0.43268 2.68372 0.26
C 1.82354 -1.75465 0.48468 -0.27
C 2.45170 -0.56397 0.09946 -0.26
H 3.19999 -0.43468 -0.68385 0.23
H 2.48745 1.44701 1.16136 0.27
H 0.36952 -2.21608 2.13428 0.22
H 1.98458 -2.75352 0.07043 0.23
Sn 0.45291 1.63760 -0.52801 1.39
Br -0.11832 3.26702 1.38752 -0.51
C 0.48823 2.58033 -2.90022 -0.32
C 1.78615 2.00141 -3.05253 -0.30
C 2.63539 2.51853 -2.04279 -0.29
H 2.10138 1.39140 -3.89785 0.24
C 1.88804 3.45676 -1.26028 -0.38
C 0.56110 3.55293 -1.83658 -0.37
H -0.17789 4.32722 -1.60580 0.28
H -0.36231 2.46079 -3.56566 0.26
H 3.70613 2.35133 -1.95419 0.24
H 2.26954 4.09613 -0.46508 0.27
F -3.57767 -4.74953 1.64061 -0.28
C -3.09588 -3.53442 1.31572 0.28
C -2.84508 -3.22747 -0.02285 0.30
F -3.05633 -4.15392 -0.97913 -0.30
C -2.38535 -1.97087 -0.37914 0.34
F -2.09250 -1.70309 -1.66716 -0.29
C -2.23532 -0.94352 0.57743 -0.33
S -1.97216 0.66315 0.07546 -0.07
C -2.47605 -1.28933 1.93194 0.35
F -2.31702 -0.35747 2.90653 -0.29
C -2.87530 -2.56954 2.30357 0.26
F -3.03671 -2.89069 3.61182 -0.29
```

---

[6]
C16H10Cl5N10O2S2Ti | wB97M-V/def2-TZVPD

## Properties
* spin multiplicity: 3
* electronic energy: -5260.75949 Ha
* charge: -1
* lowest unoccupied orbital energy (spin up / spin down): 0.082 / 0.081 hartree
* ΔE to the lowest compared entry with this formula, charge and spin: 0.2641 eV
* gap between HOMO and LUMO (spin up / spin down): 5.34 / 7.48 eV
* expectation value of S²: 2.020

The geometry in XYZ format:
```
46
Properties=species:S:1:pos:R:3:nbo_charge:R:1
Ti 0.47944 -0.68415 -0.39584 1.31
Cl -4.26128 4.44075 0.76597 0.03
C -3.31440 3.19701 0.03683 -0.12
C -3.69351 1.86116 0.15219 -0.06
Cl -5.13085 1.45062 1.00900 0.04
C -2.90994 0.85811 -0.39702 -0.14
Cl -3.37433 -0.79150 -0.29041 0.08
C -1.69437 1.15102 -1.04211 0.39
O -0.89147 0.20249 -1.45128 -0.79
C -1.38056 2.50794 -1.23068 -0.16
Cl 0.01177 2.88387 -2.17078 0.06
C -2.16447 3.51323 -0.67856 -0.05
Cl -1.69835 5.16332 -0.86817 0.03
S -0.65879 -2.71550 0.45263 -0.28
C 0.62282 -3.87101 0.72093 -0.32
C 0.22036 -5.19510 1.09073 0.27
N -0.11441 -6.25450 1.39446 -0.34
C 1.93622 -3.56918 0.56841 -0.27
S 2.51831 -2.00163 0.11066 -0.21
C 2.92936 -4.58258 0.79611 0.27
N 3.73577 -5.38215 0.98306 -0.33
N 0.21530 -4.08479 -2.54995 -0.61
N 1.09107 -3.04803 -2.82078 0.20
N 2.28541 -3.22922 -3.30499 -0.25
C 2.69513 -1.96773 -3.45358 0.12
N 1.76627 -1.08358 -3.09768 -0.25
N 0.73454 -1.80120 -2.69193 -0.09
H 0.78444 -4.85248 -2.20672 0.39
H -0.38376 -3.75299 -1.78767 0.41
H 3.67210 -1.70865 -3.81934 0.21
C 2.11501 3.62506 0.60918 -0.41
N 1.16102 2.69993 1.18698 -0.42
C 0.25039 3.16498 2.15962 -0.11
C -0.70963 2.27942 2.64080 -0.35
C -0.73413 0.98084 2.19322 0.34
N 0.18152 0.55393 1.24371 -0.71
C 1.07580 1.43293 0.74762 0.78
O 1.79864 0.97522 -0.19274 -0.71
N -1.65610 0.02626 2.56866 -0.81
H 1.59013 4.41073 0.06209 0.20
H 2.76092 3.08376 -0.07433 0.24
H 2.71069 4.07531 1.40560 0.19
H 0.34206 4.19988 2.44004 0.20
H -1.43448 2.61680 3.36919 0.22
H -2.08487 0.14665 3.47011 0.38
H -1.39482 -0.92526 2.34672 0.41
```